Record 1
This record from OMol25 describes a structure of composition C43H46AsN7O3SSn. The level of theory is wB97M-V/def2-TZVPD.

XYZ file:
```
102
C43H46AsN7O3SSn, DFT wB97M-V/def2-TZVPD
Sn 0.514 -0.807 1.659
C -3.076 1.758 -1.768
C -2.973 3.176 -1.204
C -4.386 3.758 -1.071
C -2.162 4.022 -2.195
C -2.300 3.197 0.166
C -1.936 4.430 0.743
C -1.293 4.519 1.959
C -0.988 3.337 2.629
S -0.068 3.069 4.078
C -0.234 1.360 3.840
N -0.960 1.012 2.821
C -1.370 2.111 2.091
C -2.032 2.038 0.868
C 0.528 0.349 4.582
C 0.863 0.510 5.924
C 1.600 -0.475 6.558
C 2.006 -1.597 5.846
C 1.685 -1.732 4.500
C 0.943 -0.760 3.834
H -3.504 1.796 -2.770
H -3.723 1.124 -1.161
H -2.097 1.279 -1.839
H -4.870 3.803 -2.048
H -4.361 4.767 -0.659
H -4.998 3.141 -0.413
H -2.580 3.920 -3.198
H -1.121 3.696 -2.226
H -2.180 5.081 -1.939
H -2.153 5.346 0.211
H -1.005 5.481 2.360
H -2.268 1.060 0.473
H 0.537 1.386 6.473
H 1.857 -0.370 7.604
H 2.584 -2.367 6.343
H 2.029 -2.608 3.961
C 1.981 5.615 -0.950
O 3.241 4.976 -0.867
C 3.277 3.732 -0.327
C 4.552 3.120 -0.330
C 4.674 1.868 0.193
C 3.577 1.146 0.724
C 3.775 -0.190 1.215
C 5.179 -0.730 1.375
O 2.856 -0.973 1.517
C 2.295 1.782 0.748
O 1.240 1.264 1.250
C 2.187 3.090 0.198
H 2.156 6.558 -1.462
H 1.570 5.808 0.044
H 1.272 5.011 -1.522
H 5.393 3.656 -0.745
H 5.651 1.405 0.186
H 5.660 -0.849 0.404
H 5.120 -1.699 1.864
H 5.795 -0.059 1.971
H 1.204 3.537 0.234
N -2.959 -1.339 3.312
C -2.735 -2.581 2.864
N -3.693 -3.494 3.036
C -3.412 -4.684 2.510
N -4.348 -5.647 2.622
N -2.281 -5.013 1.865
C -1.394 -4.028 1.795
N -1.555 -2.802 2.258
C -0.103 -4.351 1.121
C -0.054 -5.399 0.209
C 1.154 -5.694 -0.397
C 2.266 -4.942 -0.059
C 2.116 -3.913 0.858
N 0.957 -3.613 1.436
H -3.813 -1.151 3.805
H -2.243 -0.629 3.224
H -5.163 -5.471 3.180
H -4.117 -6.580 2.337
H -0.951 -5.960 0.003
H 1.226 -6.499 -1.117
H 3.234 -5.134 -0.499
H 2.951 -3.283 1.133
C -1.478 -1.618 -2.201
As 0.459 -1.706 -1.924
C 0.811 0.207 -2.162
C 1.013 -2.364 -3.726
C 0.322 -1.747 -4.892
C -0.849 -2.300 -5.407
C -1.521 -1.701 -6.460
C -1.034 -0.531 -7.024
C 0.134 0.028 -6.527
C 0.804 -0.575 -5.474
H -1.735 -1.031 -3.083
H -1.916 -1.157 -1.315
H -1.886 -2.624 -2.302
H 0.297 0.603 -3.039
H 1.884 0.377 -2.257
H 0.470 0.727 -1.265
H 0.864 -3.446 -3.703
H 2.090 -2.184 -3.768
H -1.238 -3.214 -4.972
H -2.428 -2.151 -6.843
H -1.557 -0.062 -7.847
H 0.530 0.935 -6.964
H 1.718 -0.134 -5.096
```

Properties
- LUMO energy: 0.3 eV
- Total charge: 0
- Energy above the lowest of the compared OMol25 structures with the same formula, charge and spin: 5.2 kcal per mole
- Frontier orbital gap: 7.0693 eV

Record 2
This record from OMol25 describes a structure of composition C43H46BCl3F4GeN6SbTi in a non-equilibrium geometry. The level of theory is wB97M-V/def2-TZVPD.

XYZ file:
```
106
C43H46BCl3F4GeN6SbTi, DFT wB97M-V/def2-TZVPD
Ti 0.098 1.510 0.444
C 5.242 -0.240 0.395
C 4.211 0.783 -0.079
C 3.368 0.220 -1.220
C 3.415 1.417 1.043
C 3.971 2.016 2.196
C 2.971 2.790 2.723
N 1.867 2.654 1.963
N 2.136 1.760 0.947
B 0.866 3.834 1.677
N -0.655 3.565 1.931
C -1.441 4.367 2.675
C -2.715 4.302 2.184
C -2.652 3.419 1.092
N -1.410 2.948 0.952
C -3.807 3.174 0.164
C -3.374 2.850 -1.263
C -4.797 2.148 0.723
N 0.987 4.129 0.147
C 1.338 5.283 -0.437
C 1.226 5.131 -1.801
C 0.772 3.813 -1.980
N 0.634 3.210 -0.803
C 0.450 3.150 -3.289
C -0.065 1.733 -3.088
C -0.551 3.989 -4.091
H 5.880 -0.523 -0.446
H 4.760 -1.139 0.772
H 5.886 0.164 1.184
H 4.772 1.628 -0.480
H 2.954 -0.743 -0.941
H 3.985 0.057 -2.107
H 2.559 0.896 -1.491
H 4.987 1.922 2.557
H 2.966 3.455 3.576
H 1.201 4.791 2.321
H -1.021 4.941 3.490
H -3.589 4.827 2.547
H -4.322 4.132 0.130
H -3.027 1.822 -1.341
H -2.574 3.517 -1.590
H -4.221 2.963 -1.945
H -4.329 1.170 0.821
H -5.657 2.053 0.052
H -5.155 2.441 1.713
H 1.640 6.133 0.160
H 1.444 5.865 -2.565
H 1.378 3.102 -3.860
H -1.023 1.746 -2.559
H 0.648 1.158 -2.501
H -0.211 1.228 -4.047
H -1.484 4.110 -3.531
H -0.782 3.497 -5.043
H -0.158 4.985 -4.311
Cl -2.675 1.171 3.525
Ge -0.570 0.752 2.933
Cl -0.665 -1.405 3.597
Cl 0.428 1.550 4.740
F -6.400 -3.742 0.379
C -5.369 -2.916 0.173
C -4.688 -2.409 1.267
C -3.631 -1.551 1.050
C -3.243 -1.191 -0.258
C -2.145 -0.328 -0.494
C -3.957 -1.746 -1.341
C -5.020 -2.602 -1.131
H -4.984 -2.701 2.270
H -3.078 -1.158 1.899
H -1.821 0.360 0.297
H -1.839 -0.126 -1.513
H -3.663 -1.491 -2.357
H -5.583 -3.028 -1.956
F -2.774 -7.058 1.125
C -2.041 -5.941 0.960
C -1.188 -5.550 1.970
C -0.447 -4.384 1.803
C -0.560 -3.628 0.638
C -1.406 -4.081 -0.376
C -2.159 -5.239 -0.222
Sb 0.539 -1.814 0.313
C 1.135 -2.579 -1.623
C 1.446 -3.925 -1.850
C 1.786 -4.382 -3.119
C 1.793 -3.482 -4.166
F 2.119 -3.921 -5.393
C 1.465 -2.154 -4.001
C 1.140 -1.715 -2.719
C 2.237 -2.339 1.524
C 2.968 -3.516 1.356
C 3.994 -3.851 2.235
C 4.257 -3.004 3.292
F 5.236 -3.330 4.152
C 3.551 -1.839 3.502
C 2.541 -1.514 2.606
H -1.110 -6.150 2.871
H 0.229 -4.073 2.592
H -1.467 -3.543 -1.315
H -2.826 -5.596 -1.001
H 1.386 -4.646 -1.040
H 2.028 -5.424 -3.304
H 1.465 -1.486 -4.856
H 0.881 -0.678 -2.579
H 2.753 -4.186 0.531
H 4.577 -4.757 2.112
H 3.784 -1.204 4.350
H 1.981 -0.603 2.780
```

Properties
- LUMO energy (alpha / beta): 0.2 / -1.1 eV
- Spin multiplicity: 4
- <S²>: 3.79
- Total charge: 0
- Frontier orbital gap (alpha / beta): 7.6677 / 7.3634 eV

> total charge of number 2 (C43H46BCl3F4GeN6SbTi)?

0

> What is the total charge in the second record?

0

> Which value of total charge does entry 2 give?

0